(1)
A cluster of 2 separate species, C2H8N2S2 in total, computed with ωB97M-V/def2-TZVPD.

```
! wB97M-V def2-TZVPD RIJCOSX def2/J DEFGRID3
* xyz 0 1
C -0.2766 2.0281 -1.6353
S -0.4581 0.6103 -2.6141
S 1.0355 0.8159 -3.9189
H 0.6982 2.4506 -1.8469
H 0.1207 1.5330 -0.6782
H -1.1116 2.6364 -1.6055
H 0.6546 1.7867 -4.8711
N -1.1476 -2.5825 4.9526
C -0.3113 -1.6551 5.5921
N 0.5978 -1.1397 4.8286
H -0.8625 -2.6091 3.9750
H -2.0752 -2.9361 5.2406
H -0.3839 -1.5239 6.7337
H 1.0966 -0.3384 5.3722
*
```

Calculated total energy in eV: -26853.032
Largest force on an atom in eV/Å: 5.01
Orbital gap in eV: 9.4382
ΔE to the lowest compared entry with this formula, charge and spin in kJ/mol: 136.3
HOMO in eV: -8.75
LUMO level in eV: 0.69

***

(2)
A structure of composition CH3O3Si, computed with ωB97M-V/def2-TZVPD.

```
! wB97M-V def2-TZVPD RIJCOSX def2/J DEFGRID3
* xyz -1 1
C 0.9813 -0.0233 0.1273
O 1.4001 -0.8895 0.8978
O 1.4696 0.9161 -0.4432
O -1.3358 -2.0812 0.1912
Si -0.6884 -0.7647 0.6210
H -0.1339 1.4026 -1.4851
H -0.7755 1.6468 -1.9482
H -0.9173 -0.2069 2.0391
*
```

Calculated total energy in eV: -15106.665
Largest force on an atom in eV/Å: 2.84
Orbital gap in eV: 8.3845
ΔE to the lowest compared entry with this formula, charge and spin in kJ/mol: 168.8
HOMO in eV: -4.08
LUMO level in eV: 4.31

***

(3)
A cluster of 4 separate species, C26H63BrFNO5P2S in total, computed with ωB97M-V/def2-TZVPD.

```
! wB97M-V def2-TZVPD RIJCOSX def2/J DEFGRID3
* xyz 0 1
C 0.7414 -0.0811 -3.1459
C 2.0055 0.6946 -2.7044
C 2.2183 0.6709 -1.1937
O 1.7535 1.8791 -0.5504
P 0.4631 1.7170 0.3889
F 0.0697 2.7754 1.5040
Br 1.7141 0.7151 1.9995
O -0.4961 0.4240 0.1262
C -1.3639 0.0255 1.2131
C -1.4049 -1.5126 1.3056
N -0.2561 -2.0704 2.0298
C 0.6423 -2.8647 1.1678
C 2.1182 -2.7144 1.5121
C 2.8947 -3.9189 0.9666
O 2.2370 -2.5597 2.9170
P -0.7669 3.0061 -1.0180
O -1.7746 2.0580 -1.8709
O -1.6260 4.1115 -0.1846
S 0.3830 4.0037 -2.2110
H 0.1700 0.5328 -3.8341
H 0.0958 -0.2461 -2.2865
H 1.0006 -1.0394 -3.5793
H 2.8620 0.1808 -3.1344
H 2.0120 1.7087 -3.0843
H 3.2840 0.6003 -0.9965
H 1.7761 -0.2420 -0.7997
H -1.1578 0.5042 2.1643
H -2.3710 0.3388 0.9281
H -1.5096 -1.9249 0.3017
H -2.2990 -1.8339 1.8362
H -0.6234 -2.7283 2.6997
H 0.4246 -3.9220 1.3417
H 0.4922 -2.6570 0.1131
H 2.5546 -1.8321 1.0416
H 2.9339 -3.8420 -0.1164
H 3.9280 -3.8921 1.3104
H 2.4627 -4.8553 1.3065
H 3.1820 -2.5003 3.0983
H -2.6778 2.4096 -1.9050
H -2.5748 3.9076 -0.1877
C -4.5131 1.0441 3.6250
C -4.9970 -0.1145 2.7629
C -6.2918 0.1934 2.0128
C -7.5011 0.4759 2.9058
C -7.8546 -0.6448 3.8827
C -8.2436 -1.9484 3.1918
H -5.2326 1.3015 4.4028
H -3.5761 0.7789 4.1179
H -4.3352 1.9321 3.0139
H -5.1171 -1.0075 3.3822
H -4.2079 -0.3470 2.0429
H -6.5188 -0.6409 1.3430
H -6.1291 1.0604 1.3638
H -8.3652 0.6744 2.2643
H -7.3311 1.3969 3.4701
H -8.6927 -0.3114 4.4997
H -7.0240 -0.8262 4.5701
H -9.1063 -1.7999 2.5393
H -8.5091 -2.7077 3.9287
H -7.4254 -2.3487 2.5911
C -2.3458 6.0202 -3.8249
C -3.5421 5.7511 -4.7336
C -3.4340 4.4248 -5.4858
C -2.2451 4.3216 -6.4420
C -2.1913 5.4035 -7.5196
C -3.3874 5.3740 -8.4668
H -1.4156 6.0903 -4.3883
H -2.4767 6.9620 -3.2889
H -2.2328 5.2273 -3.0854
H -3.6669 6.5800 -5.4357
H -4.4507 5.7301 -4.1243
H -4.3638 4.2542 -6.0369
H -3.3639 3.6080 -4.7588
H -2.2736 3.3395 -6.9251
H -1.3143 4.3449 -5.8688
H -1.2782 5.2620 -8.1036
H -2.1094 6.3925 -7.0613
H -3.4566 4.4100 -8.9753
H -3.2911 6.1479 -9.2299
H -4.3260 5.5507 -7.9395
C 6.2894 -2.9620 3.6339
C 7.7962 -3.0167 3.8640
C 8.5905 -3.3043 2.5906
C 8.2973 -4.6579 1.9403
C 8.5270 -5.8692 2.8433
C 9.9767 -6.0201 3.2944
H 5.8928 -3.9148 3.2779
H 5.7796 -2.7289 4.5709
H 6.0283 -2.1862 2.9092
H 8.0228 -3.7609 4.6318
H 8.1240 -2.0548 4.2659
H 9.6577 -3.2307 2.8166
H 8.3861 -2.5163 1.8589
H 8.9238 -4.7555 1.0482
H 7.2638 -4.6747 1.5820
H 8.2354 -6.7682 2.2941
H 7.8726 -5.8212 3.7179
H 10.6423 -6.1226 2.4350
H 10.0937 -6.9094 3.9154
H 10.3086 -5.1644 3.8839
*
```

Calculated total energy in eV: -141887.161
Largest force on an atom in eV/Å: 2.70
Orbital gap in eV: 8.1034
HOMO in eV: -8.24
LUMO level in eV: -0.14

***

(4)
A cluster of 4 separate species, C34H72F9N2O13P3Si in total, computed with ωB97M-V/def2-TZVPD.

```
! wB97M-V def2-TZVPD RIJCOSX def2/J DEFGRID3
* xyz 0 1
C -4.9144 -3.1894 2.6985
C -4.0504 -2.0952 1.8203
C -4.1713 -2.5412 0.2319
C -2.8787 -1.9551 -0.6487
N -2.8956 -0.4421 -0.6085
Si -1.4550 0.1479 -1.5724
C -2.0968 1.6505 -2.6064
C -3.7372 1.5206 -2.8986
N -4.5792 2.0267 -1.7480
C -5.0763 3.4355 -1.9967
C -6.0817 3.9794 -0.8203
C -5.6875 1.0716 -1.3639
C -6.6823 0.2644 -2.3935
O -5.8763 0.8357 -0.0410
C -0.0757 0.5748 -0.2987
C 0.7467 1.9869 -0.6550
C 0.3152 3.2045 0.4066
F -1.1660 3.0025 0.6224
F 0.5048 4.4779 -0.3817
C 1.1865 3.1983 1.7946
F 0.9851 1.9099 2.5564
F 2.6369 3.1572 1.3715
C 1.0310 4.5397 2.7233
F 1.5275 4.1798 4.1041
F 1.9747 5.6225 2.2574
C -0.5041 5.0772 2.9237
F -1.0983 5.7386 1.7360
F -1.3671 3.9588 3.4584
F -0.4779 6.1051 4.0127
H -4.7116 -4.3081 2.3641
H -6.0718 -2.9848 2.5382
H -4.6848 -3.0648 3.8397
H -4.5264 -1.0137 1.9839
H -2.9478 -2.1005 2.2296
H -4.1265 -3.7225 0.1131
H -5.1883 -2.1088 -0.2170
H -3.0749 -2.3390 -1.7611
H -1.8643 -2.4101 -0.2821
H -2.8178 -0.0578 0.3592
H -0.9625 -0.9129 -2.4778
H -1.9581 2.6833 -2.0535
H -1.4916 1.6720 -3.6084
H -3.9524 2.1915 -3.8503
H -3.9708 0.3747 -3.1145
H -4.1191 4.1416 -1.9830
H -5.6052 3.5099 -3.0457
H -7.1665 3.5079 -0.9455
H -5.6652 3.5663 0.2051
H -6.1786 5.1479 -0.7926
H -6.0307 -0.6264 -2.8454
H -7.1085 0.9766 -3.2448
H -7.5599 -0.2104 -1.7758
H -0.4379 0.5577 0.8380
H 0.7321 -0.3015 -0.3658
H 0.4937 2.2656 -1.7709
H 1.8858 1.7233 -0.6114
O 4.0666 -1.6546 -1.0426
P 5.4785 -1.8217 -0.4295
O 5.6135 -0.2188 -0.0503
C 4.9494 0.2447 1.1103
C 5.6371 -0.2394 2.3725
O 6.2170 -1.8097 -1.9265
C 5.5455 -2.3868 -3.0421
C 4.8720 -1.3027 -3.8681
O 7.0560 -2.0084 0.2556
C 8.2586 -1.5205 -0.3420
C 8.3351 -0.0098 -0.5129
H 3.8998 -0.0684 1.0950
H 4.9684 1.3381 1.0825
H 5.5681 -1.3283 2.4605
H 5.1803 0.2064 3.2598
H 6.7013 0.0158 2.3601
H 4.8296 -3.1495 -2.7166
H 6.2916 -2.9011 -3.6561
H 4.3217 -0.5889 -3.2469
H 4.1787 -1.7393 -4.5930
H 5.6211 -0.7202 -4.4127
H 8.4471 -2.0349 -1.2877
H 9.0648 -1.8201 0.3288
H 7.6499 0.3451 -1.2905
H 9.3444 0.2847 -0.8132
H 8.0889 0.5099 0.4189
O -5.7108 -3.5942 6.6787
P -5.8609 -3.4828 8.2156
O -5.1224 -4.9349 8.4941
C -3.7090 -4.9797 8.4378
C -3.0850 -4.2916 9.6368
O -7.4509 -3.9899 8.1771
C -8.2732 -3.6293 7.0715
C -8.3553 -4.7793 6.0807
O -6.0287 -3.3584 9.9330
C -6.9186 -4.1551 10.7170
C -6.6481 -5.6529 10.6898
H -3.3540 -4.5310 7.5039
H -3.4160 -6.0336 8.4303
H -3.3037 -3.2191 9.6279
H -1.9996 -4.4207 9.6381
H -3.4872 -4.6945 10.5716
H -7.9095 -2.7119 6.5957
H -9.2743 -3.4064 7.4539
H -7.3748 -5.2195 5.8730
H -8.7951 -4.4485 5.1352
H -8.9731 -5.5862 6.4864
H -7.9560 -3.9363 10.4517
H -6.7931 -3.8136 11.7454
H -6.9008 -6.0926 9.7187
H -7.2586 -6.1597 11.4423
H -5.5956 -5.8719 10.8976
O 5.6632 1.2160 -6.2247
P 6.5226 2.1137 -7.1482
O 5.6074 3.4593 -6.8600
C 5.8235 4.1595 -5.6493
C 7.1420 4.9090 -5.6708
O 5.7630 1.5590 -8.5274
C 5.3253 0.2051 -8.5880
C 3.8390 0.1192 -8.2803
O 7.4828 3.1167 -8.1800
C 7.0490 3.6256 -9.4426
C 5.8437 4.5540 -9.3918
H 5.7834 3.4679 -4.8009
H 5.0020 4.8725 -5.5335
H 7.9853 4.2124 -5.7131
H 7.2523 5.5278 -4.7766
H 7.2113 5.5525 -6.5534
H 5.9140 -0.4274 -7.9146
H 5.5086 -0.1638 -9.6021
H 3.5615 0.7128 -7.4034
H 3.5359 -0.9177 -8.1082
H 3.2550 0.5165 -9.1159
H 6.8859 2.8048 -10.1456
H 7.8912 4.1959 -9.8367
H 4.9241 4.0111 -9.1472
H 5.6904 5.0260 -10.3663
H 5.9798 5.3438 -8.6457
*
```

Calculated total energy in eV: -126209.381
Largest force on an atom in eV/Å: 9.71
Orbital gap in eV: 6.4511
HOMO in eV: -8.72
LUMO level in eV: -2.27

***

(5)
A cluster of 14 separate species, H28O14 in total, computed with ωB97M-V/def2-TZVPD.

```
! wB97M-V def2-TZVPD RIJCOSX def2/J DEFGRID3
* xyz 0 1
O -0.4842 -2.8141 1.2265
H -0.5809 -2.8861 0.2770
H -0.4715 -3.7199 1.5358
O 0.8730 0.3539 -0.2305
H 0.5439 -0.0902 0.5509
H 0.2725 0.0897 -0.9275
O 2.6891 -4.0176 2.6503
H 2.1003 -3.3066 2.3974
H 2.4023 -4.2655 3.5292
O -0.9450 2.0686 4.1896
H -1.8890 2.2267 4.1868
H -0.8613 1.1162 4.2351
O 3.8471 -1.1542 -1.9183
H 3.6303 -0.8638 -2.8042
H 3.1983 -0.7261 -1.3598
O -0.8123 -1.4463 4.5174
H -1.1061 -1.9023 3.7288
H -1.2319 -1.9172 5.2374
O -2.9359 1.5732 -1.2372
H -3.3615 0.9955 -0.6037
H -3.0771 2.4544 -0.8910
O -0.6541 -3.0573 -2.2919
H -1.2392 -3.7177 -2.6629
H 0.1862 -3.2113 -2.7237
O 2.3695 0.4591 3.0818
H 1.9967 1.1614 2.5489
H 1.6944 0.2676 3.7328
O -3.7013 -0.4441 1.7470
H -4.3122 -0.6246 2.4614
H -3.0972 -1.1866 1.7545
O 2.4245 3.8916 -0.1599
H 2.0307 4.5082 -0.7770
H 2.2157 3.0283 -0.5169
O -1.6809 0.1123 -4.6604
H -1.3663 -0.7786 -4.5071
H -2.0622 0.3795 -3.8240
O 2.2906 1.8996 -4.0975
H 1.9869 1.4448 -4.8832
H 1.4946 2.2574 -3.7045
O -0.5218 3.7717 -3.1562
H -1.1982 3.3593 -2.6191
H -0.6566 4.7112 -3.0324
*
```

Calculated total energy in eV: -29119.418
Largest force on an atom in eV/Å: 0.58
Orbital gap in eV: 10.4531
ΔE to the lowest compared entry with this formula, charge and spin in kJ/mol: 215.5
HOMO in eV: -10.91
LUMO level in eV: -0.46

***

(6)
A structure of composition C44H39BrF5N4O2P2TeTi, computed with ωB97M-V/def2-TZVPD.

```
! wB97M-V def2-TZVPD RIJCOSX def2/J DEFGRID3
* xyz -1 1
Ti -1.8758 1.2505 -0.6568
N 2.1158 0.2769 1.9450
P 0.5121 -0.1203 2.5311
C 1.0214 -1.0317 4.0445
C 2.2245 -0.8397 4.7215
C 2.4751 -1.5091 5.9106
C 1.5239 -2.3686 6.4428
C 0.3270 -2.5709 5.7712
C 0.0804 -1.9132 4.5741
C 0.0023 1.4426 3.3693
C 0.8808 2.4873 3.6348
C 0.4330 3.6306 4.2841
C -0.8960 3.7342 4.6778
C -1.7739 2.6886 4.4224
C -1.3267 1.5480 3.7678
P 2.2665 0.8035 0.2846
C 3.0055 2.4653 0.5239
C 4.0652 2.6808 1.4070
C 4.6477 3.9303 1.5114
C 4.1845 4.9811 0.7223
C 3.1375 4.7773 -0.1582
C 2.5473 3.5195 -0.2541
C 3.8064 -0.0774 -0.1970
C 4.2006 -1.3148 0.3018
C 5.3252 -1.9638 -0.1977
C 6.0656 -1.3920 -1.2177
C 5.6714 -0.1655 -1.7398
C 4.5564 0.4807 -1.2372
H 2.6819 -0.5512 2.0922
H 2.9622 -0.1492 4.3299
H 3.4135 -1.3505 6.4285
H 1.7179 -2.8820 7.3766
H -0.4145 -3.2520 6.1698
H -0.8342 -2.1097 4.0268
H 1.9143 2.4002 3.3274
H 1.1226 4.4436 4.4775
H -1.2494 4.6327 5.1678
H -2.8138 2.7695 4.7129
H -2.0213 0.7390 3.5644
H 4.4287 1.8556 2.0106
H 5.4666 4.0910 2.2024
H 4.6405 5.9601 0.8065
H 2.7530 5.5939 -0.7551
H 1.7083 3.3693 -0.9198
H 3.6386 -1.8186 1.0803
H 5.6135 -2.9228 0.2142
H 6.9388 -1.8981 -1.6095
H 6.2372 0.2906 -2.5428
H 4.2702 1.4440 -1.6475
N -4.8036 0.1186 0.3918
C -3.7268 -0.5565 0.8104
O -2.5515 -0.1904 0.4014
C -3.8451 -1.6778 1.6410
C -5.1345 -2.0592 2.0833
N -6.2190 -2.2930 2.4050
C -2.7168 -2.4391 2.0248
N -1.8076 -3.0623 2.3654
H -4.6736 0.9979 -0.0852
H -5.7028 -0.1073 0.7815
Br 1.6462 4.8227 -5.2612
C 0.8472 3.3634 -4.3435
C 1.6583 2.3620 -3.8284
C 1.0709 1.3165 -3.1434
C -0.3171 1.2330 -2.9628
C -1.0995 2.2519 -3.5082
C -0.5240 3.3166 -4.1944
H 2.7315 2.4073 -3.9592
H 1.6937 0.5200 -2.7523
H -2.1751 2.2278 -3.3972
H -1.1465 4.1067 -4.5912
C -2.9142 -0.8260 -3.4702
C -1.5148 -1.1081 -2.9073
C -1.6368 -2.2499 -1.8932
C -0.8702 0.0968 -2.1458
C -0.6227 -1.5379 -4.0892
C 0.0136 -2.7779 -4.1312
C 0.7697 -3.1772 -5.2280
C 0.9075 -2.3468 -6.3260
C 0.2725 -1.1121 -6.3118
C -0.4791 -0.7211 -5.2164
H -3.6362 -0.6830 -2.6671
H -3.2325 -1.6724 -4.0840
H -2.9354 0.0682 -4.0949
H -2.2061 -1.9253 -1.0275
H -0.6623 -2.5779 -1.5274
H -2.1513 -3.1091 -2.3306
H -0.0181 -0.3352 -1.6045
H -0.0664 -3.4552 -3.2938
H 1.2508 -4.1479 -5.2143
H 1.4906 -2.6572 -7.1842
H 0.3599 -0.4441 -7.1603
H -0.9706 0.2405 -5.2534
F -1.9696 3.4178 -0.8292
Te -1.3172 3.6241 1.0607
F -3.3988 1.5090 -1.6665
F -2.7405 4.9068 1.1287
F -2.9478 2.3696 1.0299
F -0.3307 5.0161 0.2127
O -0.4613 1.9943 0.2492
*
```

Calculated total energy in eV: -188941.836
Largest force on an atom in eV/Å: 0.57
Orbital gap in eV: 8.0870
ΔE to the lowest compared entry with this formula, charge and spin in kJ/mol: 30.3
HOMO in eV: -5.85
LUMO level in eV: 2.24

***

(7)
The molecule C3H5Cl2N3, computed with ωB97M-V/def2-TZVPD.

```
! wB97M-V def2-TZVPD RIJCOSX def2/J DEFGRID3
* xyz 0 1
C -0.5896 1.2339 0.0131
C -1.2522 0.1849 -0.5100
C 0.7204 0.9595 0.5830
N 0.8826 -0.5014 0.9740
N -0.8232 -1.1188 -0.3936
N 0.3989 -1.4525 0.0486
Cl -1.7866 -2.3771 -1.1864
Cl 1.6527 -1.5110 -1.4645
H -1.0391 2.2281 0.1012
H -2.2048 0.1637 -0.9376
H 1.6196 1.5175 0.0464
H 0.5891 1.5115 1.6001
H 1.8324 -0.8384 1.1257
*
```

Calculated total energy in eV: -32702.334
Largest force on an atom in eV/Å: 3.97
Orbital gap in eV: 8.5049
ΔE to the lowest compared entry with this formula, charge and spin in kJ/mol: 280.7
HOMO in eV: -8.58
LUMO level in eV: -0.07